Below is a 2-piece molecular cluster, C2H2F3N2 overall, with properties calculated with wB97M-V/def2-TZVPD.

Summary:
Strongest force on any atom in Eh/bohr: 0.133
Relative energy (zero: lowest compared OMol25 entry of this formula, charge and spin) in eV: 1.972
Frontier orbital gap in eV: 8.25
HOMO energy in eV: -15.32
LUMO level in eV: -7.08

```
! RIJCOSX wB97M-V def2-TZVPD def2/J DEFGRID3
* xyz 1 1
F 1.4624 -1.5504 -0.8330
F 1.6448 0.6192 -0.2829
F 1.5416 -0.8398 1.2270
N -0.8881 2.2503 -0.0442
N -1.1306 1.1541 0.0878
C 1.3095 -0.5688 0.0270
C -1.1827 -0.1211 -0.0458
H -1.4854 -0.6026 0.8749
H -1.2716 -0.3409 -1.0108
*
```

Below is C32H30N4PtSe2 as an isolated structure, with properties calculated with wB97M-V/def2-TZVPD.

Summary:
Strongest force on any atom in Eh/bohr: 0.015
Relative energy (zero: lowest compared OMol25 entry of this formula, charge and spin) in eV: 0.000
Frontier orbital gap (spin up / spin down) in eV: 7.36 / 5.80
HOMO energy (spin up / spin down) in eV: -13.11 / -14.22
LUMO level (spin up / spin down) in eV: -5.75 / -8.41

```
! RIJCOSX wB97M-V def2-TZVPD def2/J DEFGRID3
* xyz 2 5
Pt 0.3685 -0.3270 0.1627
Se -2.1163 -3.6188 2.1166
Se 0.6820 -2.9071 1.2674
N -2.5796 -2.0186 -0.1003
N 0.5423 2.0792 -0.4251
N 0.9341 -0.4028 2.3024
N -1.2409 0.8229 1.1917
C -1.3062 2.1790 1.0821
C 0.2131 -0.8361 -1.7536
C -2.9979 0.8903 2.8127
C -2.2361 2.9278 1.8015
C -0.4481 4.2291 0.0643
C -1.4401 4.9817 0.7942
C 1.3792 2.6715 -1.2544
C -4.7162 -3.5535 -1.0707
C -4.0672 -3.9139 0.1050
C 2.5059 -0.4412 -0.0066
C -0.2030 0.1062 -2.7251
C 1.2948 0.5788 3.1384
C -3.0948 2.2505 2.6829
C 0.3422 -2.1883 -2.1520
C 1.3774 4.0560 -1.4789
C 1.8027 -2.0265 3.8156
C -0.3704 2.8479 0.2149
C 1.1791 -1.6785 2.6306
C 4.6085 -1.5027 -0.6430
C -0.3502 -1.6259 -4.3902
C -4.3060 -2.4068 -1.7215
C -3.2428 -1.6695 -1.1953
C 2.1762 -1.0066 4.6832
C 1.9150 0.3115 4.3443
C -2.0537 0.2124 2.0463
C 0.0669 -2.5702 -3.4493
C 3.4980 -0.0417 -2.3657
C -0.4963 -0.2912 -4.0177
C -2.2891 4.3599 1.6287
C 3.2739 -1.0052 -1.2121
C 0.4694 4.8335 -0.8152
C -3.0101 -3.1132 0.5303
H -3.6333 0.3360 3.4902
H 2.5929 0.1018 -2.9654
H 0.1764 -3.6095 -3.7345
H 0.4457 5.9082 -0.9607
H -1.4846 6.0562 0.6573
H -0.8367 0.4415 -4.7403
H 3.8544 0.9285 -2.0068
H 5.2500 -1.8675 -1.4474
H 2.1938 1.1271 4.9976
H 4.2609 -0.4306 -3.0408
H -4.3715 -4.7820 0.6758
H 2.0921 4.4854 -2.1694
H -5.5323 -4.1537 -1.4532
H -0.5595 -1.9301 -5.4092
H 1.9967 -3.0648 4.0462
H -4.7927 -2.0751 -2.6301
H -1.9489 -0.8574 2.1095
H 2.7313 -1.0629 0.8497
H -3.8201 2.8126 3.2613
H -2.9010 -0.7673 -1.6911
H 2.7389 -1.8654 -1.6026
H 4.4526 -2.3196 0.0666
H 2.6721 -1.2424 5.6164
H 5.1523 -0.7031 -0.1271
H 2.7560 0.5915 0.2381
H -3.0321 4.9212 2.1823
H -0.3491 1.1407 -2.4564
H 1.0739 1.5915 2.8202
H 0.6736 -2.9381 -1.4496
H 2.0841 2.0346 -1.7661
*
```

Below is C30H54Br2Ge2NaO7SSeSi as an isolated structure, with properties calculated with wB97M-V/def2-TZVPD.

Summary:
Strongest force on any atom in Eh/bohr: 0.024
Frontier orbital gap (spin up / spin down) in eV: 6.20 / 6.38
HOMO energy (spin up / spin down) in eV: -2.59 / -2.76
LUMO level (spin up / spin down) in eV: 3.62 / 3.62

```
! RIJCOSX wB97M-V def2-TZVPD def2/J DEFGRID3
* xyz -2 2
Br -1.9100 -2.1837 -3.0885
Br 2.1066 -3.3560 -1.6629
Se -0.9069 1.6876 -3.0191
Ge -0.0355 4.5142 -4.1707
Ge -3.1344 -0.6602 1.9141
S 1.8478 0.6787 -0.7259
Si 2.8698 -1.7730 0.5260
Na -0.8452 -0.2914 0.2383
O 3.0140 -0.4255 -0.5325
O -2.1558 -2.0260 1.0995
O -1.4923 0.1670 2.3069
O 0.6595 -0.0964 -1.1047
O 2.3507 1.5470 -1.7618
O 1.6593 1.2944 0.5830
O -3.2363 0.2341 0.2568
C 4.6104 -3.9353 1.2736
C 2.7632 -1.3476 3.3679
C 0.0539 1.3128 3.6714
C -4.8199 -0.2105 -1.4654
C -0.7637 -3.9039 1.5175
C -0.6448 -3.4836 -3.4766
C 3.9995 0.2551 4.6651
C 0.3095 0.6563 -4.1280
C 6.7615 -4.3729 0.2868
C 6.5797 -3.2856 -0.5569
C 4.2087 0.1894 2.2660
C -1.3439 3.0759 -4.3200
C -1.3223 1.3856 3.0175
C -4.1118 2.1182 -0.9087
C -0.4875 5.9535 -5.4261
C -2.9459 -3.7013 2.7066
C 5.7683 -4.6963 1.2025
C -2.9034 -4.1136 0.2430
C -2.3913 1.5621 4.0972
C 1.7691 3.8812 -4.5301
C 3.1031 -0.7994 4.6021
C 5.4117 -2.5379 -0.4931
C -5.5740 0.8692 0.6604
C 3.3083 -0.8764 2.1746
C -4.4180 0.7362 -0.3344
C -0.0940 5.2061 -2.3518
C -1.3770 2.5581 2.0390
C 4.4078 -2.8478 0.4232
C 4.5485 0.7527 3.4861
C -2.2013 -3.4079 1.4033
H 4.6277 0.6055 1.3561
H -5.7061 0.1464 -2.0013
H -0.7360 -4.9718 1.7580
H 1.5291 -2.2114 0.9488
H -0.2450 -3.3532 2.3058
H -3.9290 -3.7475 0.1462
H 7.6676 -4.9654 0.2288
H -2.3485 2.5917 1.5415
H -2.9299 -5.1987 0.3882
H 0.2503 6.7573 -5.3747
H 2.4593 4.7280 -4.5062
H -0.2188 -3.7430 0.5842
H 0.2672 4.4359 -1.6691
H -3.2691 2.0537 -1.5961
H -1.4085 2.6312 -5.3141
H -4.9775 2.5148 -1.4498
H 0.2466 2.2101 4.2697
H 2.0253 -2.1464 3.3356
H -5.8808 -0.0985 1.0596
H 1.8451 3.3983 -5.5057
H -3.9960 -0.2919 -2.1756
H 0.1003 0.4393 4.3252
H 7.3463 -3.0250 -1.2784
H -1.2135 3.5066 2.5616
H 0.6875 -0.1341 -3.4830
H 2.6487 -1.1824 5.5099
H -2.3784 -3.8942 -0.6873
H -2.3335 3.4641 -4.0661
H -3.8529 2.8149 -0.1086
H -1.1119 5.4754 -2.0625
H -1.4684 6.3754 -5.1968
H 5.2688 -1.7094 -1.1777
H 5.8970 -5.5432 1.8676
H 2.0687 3.1704 -3.7559
H 1.1404 1.2765 -4.4564
H -2.5005 -3.1518 3.5398
H -0.5672 -4.2926 -2.7693
H -5.0255 -1.2060 -1.0654
H -2.4061 0.6946 4.7615
H 5.2345 1.5925 3.5216
H -0.2322 0.2325 -4.9727
H 3.8575 -4.1992 2.0099
H -2.1776 2.4557 4.6914
H -3.9977 -3.4152 2.6445
H 4.2593 0.7000 5.6194
H -6.4360 1.3292 0.1668
H 0.5425 6.0879 -2.2539
H 0.2131 -3.1535 -4.0381
H -0.5099 5.5767 -6.4510
H -0.5974 2.4547 1.2805
H -3.3907 1.6695 3.6684
H -2.8887 -4.7708 2.9296
H -5.2831 1.4982 1.5057
H 0.8379 1.2152 2.9188
*
```